A cluster of 12 separate species, C12H48N16O12 in total, computed with wB97M-V/def2-TZVPD.

```
88
Properties=species:S:1:pos:R:3:lowdin_charge:R:1
O -2.001 1.416 4.166 0.00
O 2.580 0.651 -1.783 -0.05
O 2.993 -4.070 -1.960 0.02
O -4.912 -0.964 -1.487 0.02
O 5.961 0.295 1.544 -0.01
O -1.208 3.805 1.420 -0.02
O -0.814 -0.068 -1.069 -0.16
O -4.137 1.479 -2.563 -0.14
O -2.040 -2.572 -2.137 0.01
O 2.629 4.271 2.752 0.00
O 0.706 -2.086 2.530 -0.16
O -0.500 -4.027 0.724 -0.13
N -3.361 4.500 1.689 0.17
N -0.057 2.582 3.777 0.17
N 1.929 -2.116 -1.467 0.17
N 4.299 -0.941 0.577 0.19
N -1.845 -3.755 -4.097 0.17
N 2.868 1.856 -3.714 0.18
N -2.933 2.751 0.391 0.19
N -5.465 -0.301 0.658 0.16
N 3.814 3.342 1.080 0.16
N -0.316 1.507 5.684 0.15
N -3.640 -1.503 0.294 0.17
N 0.812 1.265 -3.079 0.19
N 3.809 -2.105 -2.714 0.16
N 1.651 2.981 1.114 0.18
N 5.172 0.850 -0.458 0.14
N -0.968 -4.542 -2.186 0.18
C -2.990 1.508 -3.418 -0.16
C -2.418 3.704 1.172 -0.66
C 5.238 0.011 0.570 -0.71
C -4.700 -0.896 -0.275 -0.68
C 2.135 1.264 -2.756 -0.63
C -0.214 0.252 0.193 -0.11
C 2.673 3.615 1.708 -0.71
C -0.910 1.824 4.548 -0.72
C 2.883 -2.858 -2.084 -0.70
C -1.666 -3.550 -2.779 -0.66
C 1.508 -1.017 3.108 -0.09
C -1.801 -4.391 1.141 -0.15
H -3.190 5.202 2.385 0.12
H 1.127 -2.593 -1.089 0.09
H -5.271 -0.371 1.639 0.10
H -0.450 3.042 2.966 0.04
H 0.310 -2.663 3.188 0.08
H 3.559 -0.948 -0.101 0.06
H 2.302 2.371 -4.364 0.11
H -4.215 0.594 -2.175 0.01
H 0.788 2.843 4.249 0.09
H -3.103 -2.095 -0.329 0.07
H -1.104 -0.978 -1.157 0.03
H -0.900 0.935 6.275 0.12
H 4.606 -2.623 -3.042 0.11
H 0.219 0.557 -2.658 0.08
H 2.277 -1.290 3.830 0.09
H -0.760 -5.324 -2.779 0.11
H 2.051 -0.481 2.330 0.06
H -2.312 -3.023 -4.608 0.11
H -6.322 0.095 0.307 0.11
H -4.293 4.142 1.573 0.10
H -3.112 2.315 -4.139 0.07
H 0.741 -0.336 3.474 0.07
H -0.161 -3.379 1.351 0.03
H -2.858 0.566 -3.956 0.08
H -0.504 -0.572 0.848 0.07
H -1.502 -4.539 -4.621 0.10
H -3.920 2.573 0.434 0.10
H 1.961 -1.115 -1.618 0.04
H -0.650 1.097 0.727 0.06
H 0.475 1.956 -3.724 0.10
H 5.933 1.452 -0.716 0.11
H 3.795 2.577 0.427 0.06
H -0.761 -4.421 -1.205 0.06
H -2.476 -4.839 0.411 0.08
H 1.742 2.471 0.253 0.08
H -2.074 1.626 -2.835 0.04
H -2.323 2.109 -0.088 0.09
H 4.636 3.701 1.537 0.12
H 0.479 2.044 5.972 0.11
H 4.392 0.718 -1.098 0.05
H -1.754 -5.188 1.889 0.08
H 0.701 3.003 1.453 0.04
H -3.466 -1.406 1.278 0.10
H 4.416 -1.494 1.412 0.12
H 3.782 -1.101 -2.674 0.06
H -2.278 -3.479 1.501 0.06
H 0.852 0.338 -0.006 0.05
H 3.853 1.968 -3.542 0.12
```

The value obtained for the energy above the lowest of the compared OMol25 structures with the same formula, charge and spin is 183.4 kJ/mol. For the HOMO-LUMO gap, the calculation gives 9.3544 eV. The molar mass comes out at 608.62 g/mol. Its SMILES is NC(N)=O.NC(N)=O.NC(N)=O.NC(N)=O.NC(N)=O.NC(N)=O.NC(N)=O.NC(N)=O.CO.CO.CO.CO. The calculation puts the HOMO energy at -9.2109 eV.